[1]
Computed, not measured: an isolated molecule of C5H6N2S, with ωB97M-V with the def2-TZVPD basis set.

XYZ file:
```
14
Properties=species:S:1:pos:R:3
C -1.61 -0.17 1.04
C -0.45 -0.78 1.29
C 0.69 -0.29 0.47
C 1.65 -0.92 -0.47
N 0.43 -0.33 -0.95
N 0.39 0.91 -1.58
C -0.67 1.55 -1.23
S -2.01 1.10 -0.14
H -2.54 -0.39 1.61
H -0.37 -1.56 2.05
H 1.05 0.69 0.81
H 2.59 -0.37 -0.63
H 1.69 -1.98 -0.59
H -0.84 2.54 -1.68
```

The value obtained for the HOMO energy is -8.4 eV. The SMILES is C1=C[C@H]2CN2N=CS1. The energy above the lowest of the compared OMol25 structures with the same formula, charge and spin is 84.4 kcal per mole. The orbital gap is 9.24 eV. The value obtained for the lowest unoccupied orbital energy is 0.87 eV.

***

[2]
Computed, not measured: an isolated molecule of C5H8, with ωB97M-V with the def2-TZVPD basis set.

XYZ file:
```
13
Properties=species:S:1:pos:R:3
C 2.26 0.41 -0.30
C 1.27 -0.44 -0.05
C -0.03 -0.15 0.70
C -1.24 -0.44 -0.19
C -2.29 0.38 -0.27
H 3.14 0.09 -0.90
H 2.24 1.47 0.01
H 1.38 -1.47 -0.41
H -0.08 0.88 1.10
H -0.02 -0.79 1.59
H -1.20 -1.45 -0.65
H -3.17 0.13 -0.82
H -2.26 1.37 0.19
```

The value obtained for the HOMO energy is -9.7 eV. The SMILES is C=CCC=C. The energy above the lowest of the compared OMol25 structures with the same formula, charge and spin is 22.8 kcal per mole. The orbital gap is 11.00 eV. The value obtained for the lowest unoccupied orbital energy is 1.29 eV.

***

[3]
Computed, not measured: a structure of composition C39H35F6IrN6O8S3, with ωB97M-V with the def2-TZVPD basis set.

XYZ file:
```
98
Properties=species:S:1:pos:R:3
Ir -0.50 0.13 -0.05
O 0.20 0.96 1.74
C 0.34 0.34 2.89
C 0.93 1.05 3.96
C 1.05 0.50 5.21
C 0.63 -0.81 5.48
C 0.14 -1.55 4.44
C 0.00 -1.01 3.15
C -0.37 -1.93 2.12
N -0.62 -1.66 0.89
C -0.89 -2.78 -0.03
C -0.27 -2.41 -1.38
N -0.88 -1.11 -1.64
C -1.61 -0.92 -2.67
C -2.60 0.12 -2.71
C -3.26 0.45 -3.90
C -4.33 1.32 -3.88
C -4.76 1.84 -2.66
C -4.14 1.51 -1.47
C -3.04 0.63 -1.47
O -2.54 0.22 -0.31
H 1.35 2.02 3.77
H 1.52 1.08 6.00
H 0.73 -1.23 6.47
H -0.14 -2.59 4.60
H -0.41 -2.98 2.41
H -1.97 -2.85 -0.16
H -0.51 -3.72 0.37
H -0.51 -3.14 -2.15
H 0.81 -2.30 -1.29
H -1.57 -1.65 -3.49
H -2.92 0.01 -4.83
H -4.85 1.57 -4.80
H -5.62 2.50 -2.63
H -4.50 1.88 -0.53
C 1.81 5.26 -2.16
O 0.47 4.78 -2.06
C -0.23 5.09 -0.96
C 0.29 5.76 0.14
C -0.52 6.14 1.19
C -1.88 5.85 1.17
C -2.40 5.15 0.10
C -1.59 4.75 -0.96
N -2.26 4.23 -2.10
C -1.91 3.50 -3.13
C -0.81 2.66 -3.39
C -0.52 2.50 -4.77
C 0.56 1.78 -5.20
C 1.38 1.17 -4.23
C 1.08 1.24 -2.89
C -0.05 1.94 -2.41
O -0.45 1.89 -1.19
H 2.14 5.00 -3.17
H 2.46 4.77 -1.43
H 1.85 6.34 -2.03
H 1.34 6.02 0.16
H -0.09 6.68 2.02
H -2.52 6.17 1.98
H -3.46 4.91 0.06
H -3.20 4.61 -2.18
H -2.62 3.59 -3.95
H -1.16 3.00 -5.49
H 0.79 1.69 -6.25
H 2.26 0.63 -4.54
H 1.72 0.74 -2.17
F 2.58 -2.47 1.41
C 3.37 -1.99 0.44
F 4.63 -2.11 0.80
F 3.15 -2.70 -0.67
S 2.98 -0.22 0.10
O 1.56 -0.34 -0.33
O 3.84 0.19 -0.96
N 3.13 0.39 1.51
S 4.00 1.69 1.86
O 5.22 1.78 1.14
O 3.97 1.86 3.28
C 2.95 3.08 1.21
F 3.72 4.13 0.91
F 2.06 3.48 2.14
F 2.28 2.73 0.12
N -0.57 3.42 2.65
C -1.84 3.12 2.61
S -2.41 1.94 1.46
N -2.75 3.74 3.38
C -2.51 4.73 4.37
C -3.42 5.78 4.49
C -3.23 6.75 5.46
C -2.14 6.68 6.31
C -1.25 5.63 6.21
C -1.43 4.64 5.25
H 0.05 2.87 2.05
H -0.22 4.20 3.18
H -3.72 3.54 3.17
H -4.26 5.83 3.81
H -3.94 7.56 5.54
H -2.00 7.44 7.06
H -0.41 5.56 6.89
H -0.77 3.78 5.23
```

The value obtained for the HOMO energy (spin up / spin down) is -10.4 / -10.2 eV. The net charge is +1. The energy above the lowest of the compared OMol25 structures with the same formula, charge and spin is 24.4 kcal per mole. The orbital gap (spin up / spin down) is 7.16 / 5.01 eV. The value obtained for the lowest unoccupied orbital energy (spin up / spin down) is -3.20 / -5.23 eV. Its spin multiplicity is 2.

***

[4]
Computed, not measured: a structure of composition C3H5BrI2N, with ωB97M-V with the def2-TZVPD basis set.

XYZ file:
```
12
Properties=species:S:1:pos:R:3
C 0.55 1.99 0.64
C 0.40 3.24 0.26
C -0.15 0.71 -0.15
N 0.44 -0.66 0.08
Br 1.02 4.70 1.27
I 1.63 1.48 2.40
I -0.54 3.83 -1.55
H -1.11 0.83 0.26
H -0.27 0.85 -1.18
H 0.86 -0.89 -0.73
H -0.32 -1.37 0.37
H 1.19 -0.61 0.80
```

The value obtained for the HOMO energy is -12.7 eV. The net charge is +1. The energy above the lowest of the compared OMol25 structures with the same formula, charge and spin is 0.0 kcal per mole. The orbital gap is 8.92 eV. The value obtained for the lowest unoccupied orbital energy is -3.80 eV.

***

[5]
Computed, not measured: a structure of composition C44H39BrClMnNO7Te, with ωB97M-V with the def2-TZVPD basis set.

XYZ file:
```
95
Properties=species:S:1:pos:R:3
Mn 1.31 1.44 0.74
C -5.02 0.70 0.20
C -4.19 -0.48 -0.31
C -5.03 -1.60 -0.88
O -3.41 -1.00 0.75
C -2.15 -0.34 0.74
C -2.11 0.41 -0.60
O -3.28 -0.06 -1.29
C -0.82 0.31 -1.45
O 0.15 0.90 -0.69
C -0.48 -1.12 -1.89
C -1.32 -1.83 -2.75
C -0.96 -3.09 -3.20
C 0.25 -3.66 -2.81
C 1.09 -2.95 -1.97
C 0.73 -1.69 -1.51
C -0.93 1.14 -2.75
C -2.08 1.78 -3.20
C -2.05 2.55 -4.36
C -0.87 2.70 -5.08
C 0.28 2.06 -4.62
C 0.25 1.30 -3.47
C -1.29 -2.13 1.96
O -1.16 -1.34 0.86
C -1.55 -1.51 3.27
C -2.68 -1.88 4.01
C -2.94 -1.29 5.23
C -2.08 -0.33 5.74
C -0.96 0.05 5.01
C -0.70 -0.54 3.78
C -1.22 -3.53 1.74
C -1.12 -4.45 2.81
C -1.06 -5.80 2.58
C -1.09 -6.30 1.28
C -1.17 -5.41 0.21
C -1.23 -4.05 0.42
H -5.69 0.37 1.00
H -5.61 1.12 -0.61
H -4.36 1.47 0.61
H -5.71 -1.99 -0.12
H -4.36 -2.40 -1.21
H -5.61 -1.24 -1.72
H -2.09 0.35 1.58
H -2.20 1.48 -0.37
H -2.25 -1.38 -3.08
H -1.63 -3.63 -3.86
H 0.52 -4.65 -3.16
H 2.02 -3.38 -1.64
H 1.37 -1.15 -0.83
H -3.01 1.68 -2.66
H -2.95 3.05 -4.69
H -0.85 3.30 -5.98
H 1.21 2.18 -5.16
H 1.15 0.83 -3.10
H -3.35 -2.62 3.59
H -3.83 -1.58 5.79
H -2.29 0.14 6.69
H -0.28 0.80 5.39
H 0.18 -0.25 3.22
H -1.08 -4.07 3.82
H -0.98 -6.48 3.41
H -1.03 -7.37 1.10
H -1.17 -5.78 -0.81
H -1.29 -3.37 -0.41
O 5.19 0.40 -2.97
C 4.25 1.24 -2.44
C 3.84 2.39 -3.12
C 2.90 3.20 -2.51
N 2.40 2.94 -1.31
C 2.74 1.81 -0.70
Br 2.36 -0.74 1.70
C 3.68 0.93 -1.22
H 5.45 0.75 -3.83
H 4.25 2.64 -4.10
H 2.55 4.10 -3.00
H 3.94 0.02 -0.70
Te 2.85 3.18 2.22
C 4.73 2.93 1.29
C 5.16 3.80 0.29
C 6.36 3.60 -0.37
C 7.16 2.51 -0.05
C 6.75 1.63 0.94
C 5.55 1.84 1.61
H 4.53 4.64 0.02
H 6.67 4.28 -1.16
H 8.09 2.33 -0.58
H 7.35 0.77 1.19
H 5.21 1.13 2.35
Cl -2.41 4.65 3.97
C -0.98 3.69 3.49
C -1.21 2.73 2.31
O -2.31 2.62 1.78
O -0.13 2.13 2.03
H -0.68 3.11 4.36
H -0.18 4.38 3.23
```

The value obtained for the HOMO energy (spin up / spin down) is -1.9 / -2.1 eV. The net charge is -2. The energy above the lowest of the compared OMol25 structures with the same formula, charge and spin is 0.0 kcal per mole. The orbital gap (spin up / spin down) is 6.03 / 6.30 eV. The value obtained for the lowest unoccupied orbital energy (spin up / spin down) is 4.14 / 4.18 eV. Its spin multiplicity is 6.

***

[6]
Computed, not measured: a cluster of 2 separate species, C6H14O2 in total, with ωB97M-V with the def2-TZVPD basis set.

XYZ file:
```
22
Properties=species:S:1:pos:R:3
C -0.64 -2.13 -1.61
C 0.26 -0.91 -1.45
C 0.32 -0.56 0.03
C -0.96 0.03 0.54
C 1.46 0.44 0.32
C 1.95 0.59 1.72
O 1.83 1.66 2.31
H -1.02 -2.25 -2.69
H -0.21 -3.18 -1.48
H -1.54 -1.89 -0.95
H 1.29 -1.09 -1.89
H -0.16 -0.14 -2.03
H 0.61 -1.50 0.55
H -0.92 1.00 0.72
H -1.85 -0.46 0.14
H -1.01 -0.14 1.74
H 2.29 0.30 -0.33
H 1.08 1.37 0.00
H 2.38 -0.07 2.33
O -2.10 3.11 0.62
H -1.52 3.14 1.42
H -1.53 2.68 -0.01
```

The value obtained for the HOMO energy is -10.0 eV. The SMILES is CC[C@H](C)CC=O.O. The energy above the lowest of the compared OMol25 structures with the same formula, charge and spin is 61.2 kcal per mole. The orbital gap is 10.78 eV. The value obtained for the lowest unoccupied orbital energy is 0.81 eV.

***

[7]
Computed, not measured: an isolated molecule of C22H19F3N4O3, with ωB97M-V with the def2-TZVPD basis set.

XYZ file:
```
51
Properties=species:S:1:pos:R:3
C 8.26 1.33 1.47
C 7.51 0.21 0.81
C 8.19 -0.89 0.32
C 7.50 -1.93 -0.29
C 6.12 -1.88 -0.41
C 5.43 -0.78 0.08
N 4.04 -0.67 0.00
C 3.13 -1.51 -0.56
O 3.38 -2.57 -1.11
C 1.76 -0.99 -0.43
C 0.58 -1.55 -0.96
C -0.42 -0.69 -0.57
N 0.17 0.29 0.15
N 1.50 0.13 0.24
C -0.51 1.42 0.71
C -0.23 2.67 -0.15
F 1.03 3.09 -0.01
F -0.43 2.46 -1.45
F -1.02 3.70 0.20
C -2.00 1.11 0.82
C -2.54 0.47 -0.47
C -4.01 0.14 -0.30
C -4.97 0.99 -0.82
C -6.33 0.74 -0.66
C -6.68 -0.40 0.03
C -5.71 -1.26 0.55
C -4.37 -1.01 0.40
O -6.32 -2.30 1.19
C -7.71 -2.08 1.05
O -7.92 -0.89 0.33
N -1.78 -0.74 -0.71
C 6.13 0.26 0.69
H 7.59 2.13 1.77
H 9.00 1.74 0.78
H 8.79 0.97 2.35
H 9.27 -0.94 0.41
H 8.04 -2.78 -0.67
H 5.59 -2.69 -0.88
H 3.64 0.17 0.40
H 0.51 -2.45 -1.54
H -0.08 1.64 1.70
H -2.56 2.02 1.04
H -2.15 0.41 1.64
H -2.43 1.18 -1.30
H -4.67 1.87 -1.36
H -7.08 1.39 -1.06
H -3.62 -1.68 0.80
H -8.17 -2.93 0.51
H -8.17 -1.99 2.05
H -2.12 -1.32 -1.46
H 5.58 1.11 1.07
```

The value obtained for the HOMO energy is -8.1 eV. The SMILES is Cc1cccc(NC(=O)c2cc3n(n2)[C@@H](C(F)(F)F)C[C@H](c2ccc4c(c2)OCO4)N3)c1. The orbital gap is 8.61 eV. The value obtained for the lowest unoccupied orbital energy is 0.55 eV.

***

[8]
Computed, not measured: a cluster of 2 separate species, H4NP in total, with ωB97M-V with the def2-TZVPD basis set.

XYZ file:
```
6
Properties=species:S:1:pos:R:3
N -0.07 -0.63 -0.32
P 0.10 0.95 0.31
H -0.10 -0.58 -1.94
H -0.98 -1.10 -0.52
H 1.29 0.72 0.96
H -0.25 0.64 1.53
```

The value obtained for the HOMO energy is -9.0 eV. The energy above the lowest of the compared OMol25 structures with the same formula, charge and spin is 77.0 kcal per mole. The orbital gap is 8.85 eV. The value obtained for the lowest unoccupied orbital energy is -0.17 eV.

***

[9]
Computed, not measured: a structure of composition C20H20ClN3O12Ru, with ωB97M-V with the def2-TZVPD basis set.

XYZ file:
```
57
Properties=species:S:1:pos:R:3
Ru 0.35 -0.29 0.87
O -1.92 1.14 -1.24
C -1.03 2.14 -1.69
C 0.22 1.52 -2.28
N 1.06 0.75 -1.35
C 1.53 -0.48 -1.98
C 0.35 -1.47 -2.02
O 0.23 -2.24 -2.96
O -0.46 -1.36 -1.02
C 2.04 1.62 -0.72
C 1.45 2.34 0.48
O 1.77 3.46 0.78
O 0.55 1.65 1.17
H -1.48 0.29 -1.41
H -0.81 2.83 -0.87
H -1.51 2.71 -2.50
H 0.83 2.30 -2.75
H -0.11 0.85 -3.08
H 2.33 -0.92 -1.39
H 1.89 -0.32 -3.00
H 2.41 2.39 -1.41
H 2.89 1.03 -0.37
O -3.53 -1.66 4.94
C -4.13 -1.65 3.75
O -5.28 -1.99 3.61
C -3.31 -1.22 2.58
C -3.76 -1.24 1.28
N -2.77 -0.80 0.50
N -1.69 -0.49 1.21
C -1.98 -0.76 2.48
C -0.82 -0.69 3.43
O -0.98 -0.91 4.63
O 0.31 -0.41 2.87
H -2.57 -1.39 4.89
H -4.72 -1.54 0.89
H -2.65 -0.86 -0.50
C 7.13 -1.24 0.25
C 6.46 -0.44 1.32
C 7.04 0.70 1.84
C 6.40 1.43 2.83
Cl 7.17 2.86 3.47
C 5.16 1.04 3.30
C 4.56 -0.10 2.79
C 5.21 -0.84 1.81
O 4.72 -1.99 1.25
C 3.54 -2.55 1.76
C 2.28 -1.86 1.25
O 2.42 -0.66 0.85
O 1.18 -2.43 1.24
H 8.08 -0.80 -0.03
H 6.50 -1.30 -0.64
H 7.30 -2.27 0.58
H 8.01 1.03 1.48
H 4.65 1.63 4.05
H 3.57 -0.36 3.14
H 3.51 -2.51 2.85
H 3.52 -3.60 1.47
```

The value obtained for the HOMO energy (spin up / spin down) is -6.1 / -6.2 eV. The net charge is -1. The energy above the lowest of the compared OMol25 structures with the same formula, charge and spin is 25.6 kcal per mole. The orbital gap (spin up / spin down) is 8.59 / 8.31 eV. The value obtained for the lowest unoccupied orbital energy (spin up / spin down) is 2.49 / 2.14 eV. Its spin multiplicity is 2.

***

[10]
Computed, not measured: a structure of composition C4H6N2S, with ωB97M-V with the def2-TZVPD basis set.

XYZ file:
```
13
Properties=species:S:1:pos:R:3
C -0.34 -0.66 0.11
C 2.21 -0.06 -0.02
C 1.23 1.13 -0.16
C -0.09 0.68 0.25
H -2.93 -0.06 1.05
H -3.58 -0.88 -0.69
H 2.89 -0.11 0.88
H 2.99 -0.33 -0.72
H 1.58 2.15 -0.59
H -1.04 1.24 0.13
N -2.57 -0.23 -0.16
N -1.55 -1.15 -0.06
S 1.22 -1.70 -0.02
```

The value obtained for the HOMO energy is -8.1 eV. The energy above the lowest of the compared OMol25 structures with the same formula, charge and spin is 127.0 kcal per mole. The orbital gap is 7.90 eV. The value obtained for the lowest unoccupied orbital energy is -0.22 eV.

***

[11]
Computed, not measured: a cluster of 3 separate species, C14H32N4O5PS2 in total, with ωB97M-V with the def2-TZVPD basis set.

XYZ file:
```
58
Properties=species:S:1:pos:R:3
C 2.29 -0.69 1.51
C 1.33 0.45 1.15
N 0.42 0.03 0.09
C 1.07 0.03 -1.22
C 0.12 -0.16 -2.40
C -0.79 0.76 0.14
S -1.00 2.28 -0.41
S -2.08 -0.14 0.93
C -3.48 0.09 -0.19
C -4.33 -1.19 -0.08
C -3.80 -2.35 -0.96
N -3.38 -3.51 -0.23
P -1.85 -3.81 -0.01
O -1.20 -3.64 1.31
O -0.92 -3.05 -1.15
O -1.65 -5.40 -0.46
H 3.17 -0.68 0.87
H 1.74 -1.62 1.37
H 2.55 -0.63 2.56
H 1.87 1.37 0.89
H 0.74 0.67 2.04
H 1.79 -0.78 -1.21
H 1.66 0.95 -1.38
H 0.60 -0.71 -3.20
H -0.80 -0.66 -2.11
H -0.16 0.81 -2.81
H -3.15 0.27 -1.21
H -4.07 0.95 0.13
H -5.35 -0.92 -0.36
H -4.29 -1.54 0.95
H -3.04 -1.93 -1.65
H -4.64 -2.64 -1.61
H -0.58 -3.67 -1.79
H -0.72 -5.52 -0.65
C -2.76 5.45 0.31
C -2.59 5.86 -1.14
O -1.51 5.90 -1.69
N -3.73 6.19 -1.82
C -5.09 6.20 -1.34
H -1.78 5.21 0.71
H -3.19 6.27 0.88
H -3.39 4.57 0.39
H -3.56 6.46 -2.78
H -5.71 5.51 -1.93
H -5.53 7.20 -1.42
H -5.13 5.89 -0.30
C 7.42 -2.79 0.70
C 6.13 -2.06 1.01
O 5.71 -1.17 0.31
N 5.44 -2.45 2.12
C 5.78 -3.49 3.07
H 7.84 -2.37 -0.21
H 8.14 -2.68 1.51
H 7.23 -3.86 0.54
H 4.59 -1.93 2.26
H 4.99 -4.25 3.10
H 5.88 -3.07 4.07
H 6.71 -3.97 2.80
```

The value obtained for the HOMO energy is -3.6 eV. The net charge is -1. The orbital gap is 6.04 eV. The value obtained for the lowest unoccupied orbital energy is 2.39 eV.